Record 1
C26H32O16 | wB97M-V/def2-TZVPD

The geometry in XYZ format:
```
74
Properties=species:S:1:pos:R:3:forces:R:3
O 0.013 -6.549 0.870 -0.1 -0.9 0.8
C -0.738 -5.621 1.010 -1.0 1.8 -0.9
C -0.413 -4.276 0.582 0.5 0.9 -0.5
C -1.302 -3.277 0.458 0.2 1.0 0.9
O -0.883 -2.041 0.177 0.1 -0.1 -0.5
C -2.763 -3.412 0.799 0.3 -1.4 -0.2
O -3.551 -2.512 0.649 0.1 0.2 0.0
C -3.091 -4.740 1.339 -0.7 0.5 0.1
C -2.179 -5.684 1.528 0.7 -1.8 0.7
O -2.514 -6.837 2.179 0.2 0.7 -0.1
H 0.605 -4.001 0.333 0.1 -0.4 0.1
H -1.533 -1.376 0.482 -0.1 -0.3 0.1
H -4.092 -4.936 1.705 0.0 0.2 -0.1
H -1.715 -7.145 2.630 0.0 -0.4 -0.3
O -2.524 0.397 -1.099 -0.3 -1.0 -0.2
C -1.638 1.184 -1.310 0.3 2.2 0.5
C -1.476 2.441 -0.545 0.0 -0.3 -0.5
C -0.515 3.326 -0.839 -0.4 1.4 1.0
O -0.493 4.498 -0.180 0.4 -0.4 -0.1
C 0.510 3.124 -1.887 -0.1 -1.7 -0.5
O 1.451 3.858 -2.082 -0.1 0.6 0.4
C 0.323 1.886 -2.644 0.5 0.3 -0.8
C -0.662 1.009 -2.432 0.6 -0.7 0.0
O -0.750 -0.143 -3.115 -0.7 0.4 0.4
H -2.174 2.730 0.228 -0.2 -0.3 -0.1
H 0.341 4.972 -0.363 -0.1 0.1 -0.1
H 1.061 1.746 -3.426 -0.1 -0.2 0.0
H -1.530 -0.602 -2.743 0.1 -0.1 -0.1
O 1.643 6.152 2.668 -0.6 0.1 0.1
C 2.636 5.895 2.040 0.9 0.0 -0.1
C 3.843 5.329 2.646 -0.8 -0.3 0.4
C 4.955 5.158 1.946 1.6 -0.3 0.8
O 6.042 4.559 2.475 -0.2 0.2 -0.2
C 5.155 5.776 0.620 -1.0 0.6 -1.3
O 6.240 5.954 0.115 0.4 -0.4 0.5
C 3.918 6.208 -0.065 -0.6 -0.3 0.2
C 2.749 6.204 0.581 0.0 0.6 -0.6
O 1.598 6.575 -0.072 0.3 0.0 0.0
H 3.751 5.004 3.674 0.1 0.0 0.0
H 6.796 4.737 1.889 -0.1 0.0 -0.1
H 3.927 6.508 -1.103 0.3 0.0 0.0
H 1.387 7.490 0.157 -0.3 -0.2 0.1
C 3.057 -1.029 -5.033 -0.4 0.7 -0.2
O 2.892 -2.014 -4.064 0.5 -0.8 0.2
C 1.672 -1.996 -3.391 -0.5 0.9 0.3
C 1.477 -3.141 -2.435 -0.2 -0.1 0.3
O 1.496 -4.402 -3.053 0.3 0.1 -0.3
C 1.662 -5.469 -2.154 0.2 -0.4 0.4
H 2.867 -0.008 -4.665 0.2 -0.1 0.4
H 2.352 -1.109 -5.872 0.1 -0.5 -0.1
H 4.086 -1.096 -5.374 0.0 0.0 -0.2
H 0.842 -1.858 -4.094 0.0 -0.3 0.0
H 1.646 -1.128 -2.707 -0.1 0.2 -0.3
H 0.525 -3.004 -1.902 -0.2 0.2 -0.3
H 2.214 -3.037 -1.624 0.4 -0.3 -0.3
H 0.776 -6.106 -2.080 -0.2 0.3 0.0
H 1.915 -5.097 -1.158 -0.1 -0.1 0.0
H 2.479 -6.132 -2.455 0.0 0.2 -0.2
C -1.968 -1.226 3.613 -0.1 0.3 -0.2
O -1.688 -0.579 2.375 -0.2 0.1 0.4
C -2.262 0.737 2.262 1.3 -0.9 -0.6
C -3.707 0.758 1.861 -0.2 1.1 0.7
O -4.526 0.337 2.954 0.0 -0.6 -0.7
C -5.446 -0.679 2.533 -0.4 1.0 1.5
H -1.214 -1.986 3.812 0.1 0.0 -0.2
H -2.961 -1.677 3.586 0.0 -0.1 0.2
H -1.923 -0.484 4.413 -0.1 -0.1 0.1
H -1.610 1.168 1.497 -0.5 0.2 0.0
H -2.047 1.308 3.169 -0.4 -0.1 0.2
H -3.934 0.252 0.924 0.2 -0.4 0.2
H -3.931 1.821 1.691 -0.1 0.1 -0.1
H -6.159 -0.788 3.356 0.1 0.0 0.1
H -4.948 -1.638 2.424 -0.1 0.0 -0.7
H -6.040 -0.270 1.718 0.2 -0.6 -0.6
```
Forces are in eV/Å.

orbital gap = 7.69 eV
SMILES string = O=C1C=C(O)C(=O)C=C1O.O=C1C=C(O)C(=O)C=C1O.O=C1C=C(O)C(=O)C=C1O.COCCOC.COCCOC


Record 2
C26H33As2I2N2O2Pd | wB97M-V/def2-TZVPD

The geometry in XYZ format:
```
68
Properties=species:S:1:pos:R:3:forces:R:3
Pd 0.093 0.185 -0.189 0.4 -0.6 -0.6
I -3.788 6.336 2.238 -0.1 0.1 0.0
C -2.987 4.433 2.117 0.1 0.0 -0.5
C -2.983 3.638 3.205 0.3 -0.6 0.0
C -2.309 2.341 3.109 -0.2 0.3 -0.1
I -2.110 1.245 4.808 0.0 -0.1 0.1
C -1.772 1.815 1.885 -0.2 0.3 0.1
O -1.148 0.756 1.836 0.1 -0.1 0.2
C -2.072 2.586 0.580 -0.2 0.1 0.0
C -1.018 2.362 -1.869 0.0 -0.2 -0.1
N -0.407 1.085 -2.355 -0.3 0.2 0.2
C -1.330 0.194 -3.060 0.0 0.0 0.0
C -2.253 -0.563 -2.137 0.1 0.0 0.0
C -3.559 -0.849 -2.504 0.0 0.0 0.0
C -4.361 -1.570 -1.635 -0.1 0.0 0.0
C -3.836 -1.978 -0.418 0.0 0.0 0.0
C -2.525 -1.648 -0.127 0.0 0.0 0.0
N -1.747 -0.965 -0.970 -0.2 0.2 0.2
C -2.428 4.023 0.864 0.0 0.1 0.2
H -3.408 3.957 4.144 0.0 -0.1 0.0
H -0.482 3.198 -2.322 0.0 0.0 0.0
H -2.052 2.412 -2.213 0.0 0.0 0.0
H 0.370 1.283 -2.971 0.1 0.0 0.1
H -0.728 -0.533 -3.610 0.0 0.0 0.0
H -1.938 0.732 -3.796 0.0 0.0 0.0
H -3.941 -0.504 -3.457 0.0 0.0 0.0
H -5.385 -1.801 -1.899 0.0 0.0 0.0
H -4.430 -2.533 0.295 0.0 0.0 0.0
H -2.070 -1.922 0.818 0.0 0.0 0.0
H -2.349 4.730 0.048 0.0 0.0 0.1
C 3.548 2.323 -0.585 0.0 0.1 -0.1
As 2.479 0.874 0.137 -0.1 -0.2 0.1
C 3.034 0.919 2.005 0.0 0.1 0.0
C 3.501 -0.686 -0.432 0.0 0.0 0.0
C 4.789 -0.566 -0.949 0.0 0.0 0.0
C 5.505 -1.691 -1.330 0.0 0.0 0.0
C 4.943 -2.951 -1.181 0.0 0.0 0.0
C 3.665 -3.077 -0.657 0.0 0.0 0.0
C 2.931 -1.952 -0.291 0.0 0.0 0.0
As 1.124 -2.111 0.433 0.2 0.0 0.0
C 0.458 -3.609 -0.614 0.0 0.0 0.0
C 1.545 -3.053 2.087 -0.1 0.0 0.1
H 4.516 2.365 -0.088 0.0 0.0 0.0
H 3.014 3.258 -0.430 0.0 0.0 0.0
H 3.689 2.176 -1.654 0.0 0.0 0.0
H 4.105 0.740 2.080 0.0 0.0 0.0
H 2.491 0.147 2.548 0.0 0.0 0.0
H 2.796 1.887 2.444 0.0 0.0 0.0
H 5.249 0.408 -1.058 0.0 0.0 0.0
H 6.502 -1.584 -1.737 0.0 0.0 0.0
H 5.498 -3.834 -1.472 0.0 0.0 0.0
H 3.244 -4.067 -0.537 0.0 0.0 0.0
H 1.076 -4.494 -0.476 0.0 0.0 0.0
H 0.451 -3.327 -1.666 0.0 0.0 0.0
H -0.560 -3.841 -0.303 0.0 0.0 0.0
H 2.225 -3.879 1.884 0.0 0.0 0.0
H 0.624 -3.436 2.524 0.0 0.0 0.0
H 2.010 -2.365 2.791 0.0 0.0 0.0
C 0.563 3.612 1.225 0.2 -0.2 0.0
O 0.188 3.316 -0.113 -0.2 0.2 -0.1
C -0.891 2.493 -0.380 0.0 0.3 0.3
C -3.355 1.923 0.018 0.0 0.0 0.0
H -0.189 4.189 1.761 -0.1 0.0 0.0
H 1.464 4.216 1.159 0.0 0.0 0.0
H 0.783 2.697 1.781 -0.1 0.0 0.0
H -4.161 2.039 0.744 0.0 0.0 0.0
H -3.199 0.863 -0.154 0.0 -0.1 0.0
H -3.677 2.400 -0.907 0.0 0.0 0.0
```
Forces are in eV/Å.

orbital gap (spin up / spin down) = 6.89 / 5.29 eV
spin multiplicity = 5
net charge = +1
expectation value of S² = 6.025


Record 3
C26H33As2I2N2O2Pd | wB97M-V/def2-TZVPD

The geometry in XYZ format:
```
68
Properties=species:S:1:pos:R:3:forces:R:3
Pd -0.447 0.166 0.236 -0.1 0.2 -0.5
I 1.265 -6.843 -0.043 0.0 0.1 0.0
C 0.235 -5.055 0.056 0.0 0.0 -0.1
C 0.024 -4.452 1.305 0.0 0.0 0.1
C -0.691 -3.288 1.382 0.1 -0.2 0.2
I -0.876 -2.229 3.145 -0.1 0.0 0.1
C -1.316 -2.726 0.207 -0.1 0.1 -0.1
O -2.172 -1.825 0.266 0.1 0.0 0.1
C -0.878 -3.259 -1.075 0.0 0.2 0.0
C -1.204 -2.379 -2.245 0.0 -0.1 0.0
N -0.572 -1.058 -2.061 0.0 0.1 0.1
C 0.746 -0.925 -2.694 0.0 0.0 0.0
C 1.770 -1.775 -2.013 0.0 0.1 0.0
C 2.406 -2.796 -2.651 0.0 0.0 0.0
C 3.232 -3.706 -1.969 0.0 0.0 0.0
C 3.305 -3.585 -0.565 0.0 0.0 0.0
C 2.683 -2.568 0.078 0.0 0.0 0.0
N 1.968 -1.572 -0.626 0.0 -0.2 -0.1
C -0.166 -4.417 -1.134 0.0 -0.1 0.0
H 0.444 -4.903 2.194 0.0 0.0 0.0
H -2.284 -2.237 -2.288 0.0 0.0 0.0
H -0.880 -2.845 -3.181 0.0 0.0 0.0
H -1.179 -0.345 -2.440 0.0 0.0 -0.1
H 0.987 0.139 -2.655 0.0 0.0 0.0
H 0.723 -1.219 -3.749 0.0 0.0 0.0
H 2.216 -2.925 -3.711 0.0 0.0 0.0
H 3.745 -4.497 -2.493 0.0 0.0 0.0
H 3.834 -4.321 0.027 0.0 0.0 0.0
H 2.678 -2.465 1.151 0.0 0.0 0.0
H 0.135 -4.831 -2.088 0.0 0.0 0.0
C -3.257 1.601 -2.261 0.1 0.1 0.0
As -2.406 1.458 -0.511 -0.2 -0.1 0.0
C -3.918 0.900 0.583 0.0 0.0 -0.1
C -2.146 3.288 0.074 0.1 0.0 0.0
C -2.802 4.367 -0.505 0.0 0.0 0.0
C -2.594 5.651 -0.018 0.0 0.0 0.0
C -1.740 5.856 1.055 0.0 0.0 0.0
C -1.083 4.780 1.636 0.0 0.0 0.0
C -1.273 3.494 1.146 0.0 -0.1 -0.1
As -0.339 1.957 1.897 0.1 0.0 0.2
C -1.210 1.760 3.628 0.0 0.0 0.0
C 1.364 2.730 2.434 -0.1 0.0 0.0
H -4.213 2.120 -2.193 0.0 0.0 0.0
H -3.445 0.591 -2.626 0.0 0.0 0.0
H -2.608 2.124 -2.961 0.0 0.0 0.0
H -4.564 1.746 0.807 0.0 0.0 0.0
H -3.543 0.450 1.499 0.0 0.0 0.0
H -4.474 0.139 0.038 0.0 0.0 0.0
H -3.478 4.218 -1.338 0.0 0.0 0.0
H -3.102 6.490 -0.476 0.0 0.0 0.0
H -1.580 6.856 1.438 0.0 0.0 0.0
H -0.417 4.957 2.471 0.0 0.0 0.0
H -1.291 2.722 4.131 0.0 0.0 0.0
H -0.625 1.075 4.240 0.0 0.0 0.0
H -2.204 1.342 3.482 0.0 0.0 0.0
H 1.225 3.555 3.129 0.0 0.0 0.0
H 1.891 3.085 1.550 0.0 0.0 0.0
H 1.950 1.953 2.919 0.0 0.0 0.0
C 3.516 0.044 1.785 0.0 0.0 0.0
O 2.219 -0.169 1.204 0.0 -0.1 0.1
C 2.125 -0.216 -0.154 0.2 0.0 -0.1
C 3.017 0.706 -0.930 0.0 0.0 0.0
H 4.238 -0.668 1.382 0.0 0.0 0.0
H 3.398 -0.125 2.852 0.0 0.0 0.0
H 3.869 1.061 1.611 0.0 0.0 0.0
H 2.975 1.705 -0.497 0.0 0.0 0.0
H 2.730 0.775 -1.975 0.0 0.0 0.0
H 4.059 0.364 -0.911 0.0 0.0 0.0
```
Forces are in eV/Å.

orbital gap (spin up / spin down) = 6.55 / 6.56 eV
spin multiplicity = 5
net charge = +1
expectation value of S² = 6.075